Entry 1:
# C10H24FO12PS3

3 unconnected molecules or ions with the total composition C10H24FO12PS3 in a non-equilibrium geometry (wB97M-V/def2-TZVPD, the Open Molecules 2025 dataset).

Calculated values
Energy, a.u.: -2933.85963
Structure (SMILES): C[C@@H](F)[C@@H]1OS(=O)(=O)O[C@@H]1P(O)O.CCOS(C)(=O)=O.CCOS(C)(=O)=O
Gap between HOMO and LUMO, eV: 8.527

CARTESIAN COORDINATES (ANGSTROEM)
1 S 5.403 0.174 -1.917
2 S -3.792 -1.564 -2.319
3 S 1.049 0.476 2.471
4 P -1.329 2.185 5.647
5 F -3.285 1.483 3.124
6 O -0.564 3.400 6.637
7 O -3.293 -0.276 -1.886
8 O 1.092 -0.875 1.677
9 O -3.212 -1.885 -3.807
10 O 2.577 0.675 2.796
11 O 4.828 0.989 -2.966
12 O 6.291 0.726 -0.915
13 O 0.281 1.800 1.683
14 O 4.206 -0.642 -1.173
15 O -1.651 0.718 6.596
16 O 0.116 0.324 3.891
17 O -3.661 -2.752 -1.503
18 C -2.364 0.673 0.930
19 C -1.808 -1.839 -4.015
20 C -0.314 1.749 4.089
21 C -2.317 1.865 2.071
22 C -0.813 2.237 2.607
23 C 2.418 0.962 -0.823
24 C 3.433 0.029 -0.189
25 C -1.126 -3.080 -3.469
26 C -5.498 -1.386 -2.777
27 C 6.197 -1.225 -2.668
28 H 7.010 -0.856 -3.295
29 H -3.352 0.030 1.024
30 H -0.967 0.011 6.348
31 H -1.468 -0.066 1.130
32 H 1.826 0.435 -1.578
33 H 2.913 1.798 -1.327
34 H 6.593 -1.871 -1.882
35 H -2.351 1.140 -0.158
36 H -1.189 -3.115 -2.378
37 H -6.079 -1.237 -1.865
38 H -5.826 -2.297 -3.282
39 H 5.467 -1.758 -3.280
40 H 1.745 1.375 -0.066
41 H -1.608 -3.986 -3.850
42 H -2.730 2.848 1.534
43 H -0.068 -3.094 -3.747
44 H -5.600 -0.518 -3.433
45 H -1.646 -1.790 -5.097
46 H 0.753 2.279 4.163
47 H 2.902 -0.740 0.381
48 H -1.135 3.418 7.484
49 H -1.380 -0.929 -3.583
50 H -0.753 3.415 2.452
51 H 4.078 0.565 0.515

=====

Entry 2:
# C21H29BeBr2Cl6F6NO11P

A molecular structure, C21H29BeBr2Cl6F6NO11P in a non-equilibrium geometry (wB97M-V/def2-TZVPD, the Open Molecules 2025 dataset).

Calculated values
Energy, a.u.: -10564.14945
Net charge: -1
Gap between HOMO and LUMO, eV: 5.237

CARTESIAN COORDINATES (ANGSTROEM)
1 Br 2.880 -4.231 -2.531
2 Br 1.168 4.756 -4.881
3 Cl 1.707 4.419 8.697
4 Cl 3.084 5.221 6.269
5 Cl -5.190 -5.518 4.552
6 Cl 0.004 -4.057 -3.446
7 Cl 0.737 3.526 6.110
8 Cl -6.239 -2.815 2.758
9 P -1.279 -8.633 -3.364
10 F -2.536 -8.858 -4.413
11 F -1.935 -7.135 -3.130
12 F 0.295 -9.075 -3.105
13 F -0.515 -7.944 -4.659
14 F -1.367 -8.550 -1.712
15 F -1.619 -10.235 -3.145
16 O 0.109 -5.383 -3.002
17 O -0.745 0.837 4.090
18 O -1.014 -3.331 -2.782
19 O 2.201 4.995 0.142
20 O -0.198 -0.635 -5.083
21 O -2.128 -0.540 2.950
22 O 1.361 -3.306 -3.125
23 O -0.713 6.139 4.414
24 O -0.168 -3.979 -4.849
25 O 4.983 -1.734 -2.707
26 O -0.554 0.729 1.939
27 N 1.420 1.246 -3.685
28 C -0.067 3.032 -3.390
29 C 1.520 4.835 6.992
30 C -0.975 0.233 0.651
31 C 1.815 1.325 -2.392
32 C -2.225 0.937 0.171
33 C 0.947 4.192 1.958
34 C 0.277 3.118 -2.063
35 C -0.047 5.877 3.435
36 C -4.287 -4.661 3.274
37 C 1.272 2.229 -1.568
38 C 0.532 2.064 -4.166
39 C -1.436 0.473 5.281
40 C -4.571 -3.181 3.273
41 C 1.537 5.263 1.120
42 C 1.277 6.668 1.523
43 C 0.986 -0.834 -4.951
44 C -1.227 0.255 2.982
45 C 0.213 4.474 3.028
46 C 2.022 0.213 -4.519
47 C 5.498 -1.747 -4.038
48 C 0.543 6.952 2.596
49 Be -4.122 1.454 5.063
50 H -2.462 0.920 5.274
51 H 2.543 0.668 -5.369
52 H 5.680 -1.404 -2.132
53 H -0.224 3.701 3.644
54 H -0.153 0.436 -0.033
55 H 6.367 -2.404 -4.104
56 H 0.888 5.712 6.922
57 H 1.146 3.173 1.650
58 H 2.793 -0.328 -3.964
59 H 4.718 -2.121 -4.699
60 H -0.817 3.646 -3.850
61 H -2.474 0.624 -0.842
62 H -4.539 -5.117 2.320
63 H -2.083 2.020 0.183
64 H -0.883 0.883 6.123
65 H -1.497 -0.609 5.394
66 H -4.422 -2.744 4.257
67 H -3.228 -4.831 3.465
68 H 1.373 -1.862 -5.106
69 H -3.074 0.715 0.818
70 H 5.778 -0.737 -4.349
71 H -1.110 -0.847 0.686
72 H 1.633 2.236 -0.549
73 H 0.287 1.948 -5.211
74 H -3.907 -2.678 2.572
75 H -0.190 3.870 -1.443
76 H 0.342 7.969 2.907
77 H 1.715 7.437 0.899
78 H 2.570 0.646 -2.025

=====

Entry 3:
# C9H11Cl2NO4VYb

A molecular structure, C9H11Cl2NO4VYb in a non-equilibrium geometry (wB97M-V/def2-TZVPD, the Open Molecules 2025 dataset).

Calculated values
⟨S²⟩: 3.83
Multiplicity: 4
Energy, a.u.: -3726.57130
Net charge: +4
Energy above the lowest of the compared OMol25 structures with the same formula, charge and spin, kcal/mol: 63.64
Gap between HOMO and LUMO (spin up / spin down), eV: 3.752 / 3.551

CARTESIAN COORDINATES (ANGSTROEM)
1 Yb -1.836 4.308 -3.084
2 V -0.747 0.393 -0.733
3 Cl -0.832 3.531 -5.112
4 Cl -1.565 2.558 -0.859
5 O -1.871 7.043 -6.101
6 O -0.500 -1.721 -0.093
7 O -2.449 8.218 -3.776
8 O 0.980 0.597 1.728
9 N 1.282 -2.966 0.585
10 C 1.877 -4.088 1.359
11 C -0.013 -2.819 0.263
12 C -0.894 -4.008 0.475
13 C -1.754 6.072 -5.519
14 C 1.901 -5.425 0.620
15 C -2.343 7.174 -3.354
16 C 0.527 -6.060 0.482
17 C -0.525 -5.283 -0.272
18 C 0.317 0.599 0.759
19 H 0.628 -7.018 -0.035
20 H 1.335 -4.261 2.317
21 H 2.463 -5.378 -0.308
22 H 0.162 -6.195 1.509
23 H 1.821 -2.120 0.521
24 H -1.417 -5.928 -0.315
25 H 2.923 -3.830 1.531
26 H 2.473 -6.116 1.260
27 H -0.212 -5.059 -1.299
28 H -1.023 -4.144 1.548
29 H -1.889 -3.711 0.121

=====

Entry 4:
# C4H6N4S2

C4H6N4S2 in the gas phase in a non-equilibrium geometry (wB97M-V/def2-TZVPD, the Open Molecules 2025 dataset).

Calculated values
Energy, a.u.: -1171.19330
Structure (SMILES): CSc1nnc(SC)nn1
Energy above the lowest of the compared OMol25 structures with the same formula, charge and spin, kcal/mol: 140.88
Gap between HOMO and LUMO, eV: 7.662

CARTESIAN COORDINATES (ANGSTROEM)
1 S 0.085 2.098 -2.623
2 S -2.096 -1.216 2.002
3 N 0.422 -0.298 -1.024
4 N -1.354 1.344 -0.861
5 N 0.090 -0.746 0.228
6 N -1.814 0.639 0.176
7 C -0.238 0.882 -1.358
8 C 1.880 1.699 -2.477
9 C -1.102 -0.480 0.632
10 C -0.800 -2.041 3.000
11 H 2.014 0.819 -2.832
12 H 2.490 2.296 -3.251
13 H 2.201 1.985 -1.497
14 H -0.280 -1.348 3.938
15 H -1.685 -2.924 3.472
16 H 0.187 -2.710 2.475

=====

Entry 5:
# C28H27N4Ru

A molecular structure, C28H27N4Ru (wB97M-V/def2-TZVPD, the Open Molecules 2025 dataset).

Calculated values
⟨S²⟩: 0.76
Multiplicity: 2
Energy, a.u.: -1396.98898
Energy above the lowest of the compared OMol25 structures with the same formula, charge and spin, kcal/mol: 0.00
Gap between HOMO and LUMO (spin up / spin down), eV: 5.838 / 6.097

CARTESIAN COORDINATES (ANGSTROEM)
1 Ru 0.051 -0.049 -0.761
2 N 1.071 -1.790 -0.453
3 N -1.644 -1.363 -0.323
4 N -1.498 1.335 -1.005
5 N 0.119 0.543 1.481
6 C -1.135 -2.616 -0.918
7 C 2.245 4.453 0.314
8 C 2.060 -4.310 0.267
9 C -1.428 2.673 -0.938
10 C 0.726 -4.140 -0.103
11 C 2.102 3.283 -0.481
12 C -1.999 -1.584 1.085
13 C 2.355 -1.962 -0.087
14 C 1.653 6.751 0.799
15 C 0.629 0.994 4.174
16 C 3.206 5.603 2.215
17 C -2.116 -0.316 1.928
18 C -0.804 0.244 2.403
19 C 1.571 1.326 3.213
20 C -2.551 3.479 -0.914
21 C -3.882 1.510 -1.028
22 C 1.275 1.083 1.886
23 C 1.530 5.619 0.011
24 C 1.714 0.976 -1.733
25 C -2.722 0.764 -1.039
26 C 0.274 -2.891 -0.461
27 C -2.736 -0.746 -1.100
28 C -3.807 2.898 -0.969
29 C -0.574 0.447 3.757
30 C 2.878 -3.188 0.272
31 C 3.088 4.468 1.433
32 C 2.490 6.751 1.905
33 C 1.956 2.247 -1.097
34 H 1.093 7.641 0.542
35 H 3.919 -3.258 0.556
36 H 1.964 1.345 1.092
37 H 1.424 1.092 -2.780
38 H 2.616 0.358 -1.693
39 H 2.960 -1.066 -0.089
40 H -4.840 1.005 -1.052
41 H -2.427 4.551 -0.852
42 H -4.705 3.501 -0.957
43 H 3.654 3.577 1.675
44 H 3.867 5.591 3.073
45 H -0.422 3.081 -0.905
46 H 2.439 -5.282 0.548
47 H 0.885 5.627 -0.858
48 H -2.945 -2.144 1.133
49 H -2.656 0.455 1.375
50 H 0.822 1.162 5.225
51 H 2.587 7.638 2.518
52 H -1.221 -2.220 1.515
53 H 0.042 -4.979 -0.118
54 H -1.340 0.183 4.475
55 H -2.591 -1.038 -2.142
56 H 2.518 1.775 3.481
57 H -2.722 -0.547 2.805
58 H -3.718 -1.116 -0.773
59 H -1.789 -3.470 -0.693
60 H -1.101 -2.460 -1.999